1.
DFT (ωB97M-V with the def2-TZVPD basis set) results for a structure of composition C31H48AlO2P2 in a non-equilibrium geometry.

Geometry as XYZ:
```
84
Properties=species:S:1:pos:R:3:mulliken_charge:R:1
Al 1.0743 0.7895 0.8696 -0.718
C 1.2059 0.8815 3.9101 0.329
C 2.0984 1.1451 2.8303 0.475
C 0.2846 2.6477 2.7505 -0.476
C 0.1103 1.7735 3.8330 0.860
C 1.5479 2.3056 2.0749 2.938
C 1.4407 -0.0719 5.0070 -1.417
H 2.2329 -0.7831 4.7460 0.345
H 0.5153 -0.6313 5.2202 0.250
H 1.7266 0.4477 5.9377 0.405
C -0.9604 1.8185 4.8546 -1.370
H -1.3717 0.8048 4.9982 0.130
H -1.7624 2.5013 4.5515 0.408
H -0.5747 2.1559 5.8303 0.322
C -0.5241 3.8499 2.4724 -1.953
H -0.3068 4.6280 3.2218 0.336
H -1.5953 3.6164 2.5366 0.507
H -0.3122 4.2640 1.4769 0.348
C 2.4056 3.2761 1.3263 -1.732
H 2.8931 3.9484 2.0460 0.400
H 1.8020 3.8724 0.6357 0.410
H 3.1853 2.7671 0.7458 0.382
C 3.5170 0.6746 2.8314 -1.722
H 4.0762 1.1788 3.6403 0.413
H 4.0312 0.8729 1.8826 0.335
H 3.5763 -0.4086 3.0255 0.365
C -0.2439 -0.7578 0.8296 -0.095
C 0.9697 -1.2661 1.3494 -0.218
C 1.9802 -2.0125 0.5170 -1.223
C 2.4933 -1.2394 -0.7317 -0.597
C 2.2906 0.2590 -0.7672 -0.109
C 1.0733 0.8832 -1.1840 -0.383
C -0.1407 0.1000 -1.6266 0.679
C -0.6769 -0.9600 -0.6192 -1.559
H 1.5849 -2.9821 0.1638 0.501
H 2.0569 -1.7165 -1.6243 -0.137
H 2.8320 -2.2504 1.1760 0.373
H -0.4275 -1.9783 -0.9715 0.336
H -1.0696 -0.6158 1.5306 0.833
H 0.9896 -1.5017 2.4174 0.893
H -1.7785 -0.8896 -0.6174 0.535
H -0.9474 0.8207 -1.8368 0.786
H 1.1417 1.8841 -1.6209 0.819
H 0.0501 -0.4145 -2.5856 -1.523
H 3.5795 -1.4175 -0.7817 0.547
H 3.2095 0.8325 -0.9375 0.738
P -0.4547 -0.1247 -5.0457 0.700
P -0.2853 2.5545 -6.3582 0.222
C -0.5901 -0.1841 -6.9188 -0.868
C -0.9648 1.1922 -7.4617 -0.971
H -1.3511 -0.9319 -7.1948 0.429
H 0.3763 -0.5180 -7.3271 0.436
H -0.5871 1.3368 -8.4857 0.508
H -2.0583 1.3149 -7.4660 0.449
C -1.1152 3.8974 -7.3037 -1.168
H -0.7726 4.8694 -6.9366 0.385
H -2.1968 3.8336 -7.1440 0.360
H -0.9003 3.8111 -8.3767 0.313
C 1.3524 2.6745 -7.2030 -1.148
H 1.2230 2.6401 -8.2927 0.373
H 2.0041 1.8568 -6.8793 0.277
H 1.8254 3.6210 -6.9171 0.385
C -2.0445 -1.0139 -4.7369 -1.222
H -2.1322 -1.2550 -3.6705 0.296
H -2.0904 -1.9323 -5.3389 0.396
H -2.8772 -0.3511 -5.0129 0.336
C 0.7898 -1.4816 -4.9130 -1.135
H 1.7367 -1.1148 -5.3375 0.261
H 0.4487 -2.3649 -5.4717 0.376
H 0.9542 -1.7382 -3.8580 0.311
O -1.3398 -1.3097 5.2749 -0.823
C -2.0029 -1.9447 4.4026 0.419
O -2.2797 -1.6680 3.2226 -0.741
C -2.5361 -3.2272 5.0326 0.409
C -1.6833 -4.2788 5.3796 -0.347
C -2.1380 -5.2865 6.2352 -0.469
C -3.4613 -5.2506 6.7039 -0.440
C -4.3523 -4.2768 6.2297 -0.460
C -3.8850 -3.2728 5.3744 -0.341
H -0.6640 -4.2815 4.9893 0.298
H -1.4708 -6.0946 6.5391 0.354
H -3.8053 -5.9990 7.4172 0.358
H -5.4035 -4.3049 6.5265 0.360
H -4.5509 -2.4988 4.9879 0.351
```

Its energy relative to the best compared isomer or geometry (same formula, charge and spin) is 41.5 kJ/mol. For the HOMO energy (spin up / spin down), the calculation gives -9.27 / -9.27 eV. Its net charge is +1. The calculation puts the HOMO-LUMO gap (spin up / spin down) at 0.1048 / 0.1033 hartree. As for the total energy: -2285.2540 Ha.

=====

2.
DFT (ωB97M-V with the def2-TZVPD basis set) results for a structure of composition C31H48AsBIrN2O5Si3 in a non-equilibrium geometry.

Geometry as XYZ:
```
92
Properties=species:S:1:pos:R:3:mulliken_charge:R:1
Ir -0.0520 -0.0195 -0.0536 0.228
C -1.2763 2.3288 3.6476 -2.088
C -1.8908 3.4116 3.0498 -0.585
C -1.9800 3.5213 1.6148 -1.422
C -1.4365 2.5283 0.7842 0.992
N -0.8174 1.4233 1.2965 0.371
C -0.7458 1.3199 2.7482 0.751
C -1.4427 2.5306 -0.7148 -0.119
C -1.9931 3.5431 -1.5051 -0.571
C -1.9482 3.4676 -2.8855 -0.969
C -1.3482 2.3753 -3.5198 -0.931
C -0.7894 1.3492 -2.7700 -0.298
C -0.8269 1.4032 -1.3791 -0.143
H -1.1906 2.2286 4.7195 0.602
H -2.3106 4.1939 3.6688 0.454
H -2.4683 4.3875 1.1943 0.498
H -0.2410 0.4563 3.1235 0.182
H -2.4654 4.4100 -1.0568 0.414
H -2.3803 4.2636 -3.4793 0.410
H -1.3184 2.3293 -4.6023 0.458
H -0.3234 0.5021 -3.2558 0.465
C 3.4021 2.3370 3.7151 -1.042
Si 3.2287 0.4753 3.6159 0.493
C 2.2288 -0.0834 5.0968 -0.969
C 4.9520 -0.2332 3.8359 -1.015
As 1.9951 -0.0396 1.6656 0.398
Si 2.0756 -2.4604 1.6814 0.574
C 1.5849 -3.1693 0.0230 -0.561
C 3.7228 -3.2055 2.1656 -1.072
C 0.7977 -3.1120 2.8815 -0.743
Si 3.5486 0.6127 -0.0854 0.948
C 5.3383 0.1599 0.2322 -1.117
C 3.0867 -0.0715 -1.7816 -1.097
C 3.4235 2.4718 -0.2798 -0.992
H 3.8765 2.6060 4.6664 0.427
H 2.4145 2.8090 3.6543 0.217
H 4.0335 2.6960 2.8953 0.244
H 2.7309 0.2428 6.0154 0.461
H 2.1567 -1.1758 5.1061 0.255
H 1.2230 0.3510 5.0573 0.165
H 5.3434 0.1246 4.7973 0.365
H 5.6373 0.1000 3.0550 0.254
H 4.9485 -1.3230 3.8657 0.255
H 2.3496 -2.9621 -0.7316 0.181
H 0.6259 -2.7591 -0.2914 -0.450
H 1.5000 -4.2595 0.1201 0.696
H 4.5266 -2.8244 1.5268 0.241
H 3.6590 -4.2953 2.0579 0.377
H 3.9251 -2.9935 3.2183 0.225
H -0.1849 -2.7615 2.6001 -0.012
H 1.0153 -2.7809 3.9021 0.164
H 0.8093 -4.2100 2.8508 0.563
H 5.4406 -0.9160 0.4062 0.240
H 5.7186 0.7328 1.0837 0.232
H 5.9321 0.4430 -0.6453 0.384
H 3.2394 -1.1521 -1.8106 0.305
H 3.7384 0.3804 -2.5576 0.583
H 1.9080 0.2225 -2.0602 -0.361
H 3.7153 2.9809 0.6450 0.260
H 2.3898 2.7424 -0.5276 0.109
H 4.0858 2.7977 -1.0906 0.366
O 1.3968 -0.0152 -1.2743 0.912
O -1.1188 -1.1330 3.5800 -0.673
C -1.3072 -0.8376 2.4128 0.827
O -0.9006 -1.3737 1.3061 -1.230
C -2.2400 0.4364 2.1050 0.830
N -2.4495 0.5426 0.5269 1.282
C -3.8856 0.2939 0.2430 -0.501
C -4.4167 -0.3947 1.4991 -0.826
C -3.6588 0.2789 2.6411 -0.999
H -1.7423 1.4526 2.4374 -0.274
H -1.8450 -0.2853 0.2155 -1.281
H -1.9752 1.3811 0.1013 0.699
H -3.9643 -0.3143 -0.6573 0.320
H -4.3561 1.2693 0.0876 0.381
H -4.1869 -1.4629 1.4695 0.313
H -5.4966 -0.2824 1.6011 0.609
H -3.7130 -0.3035 3.5611 0.439
H -4.0914 1.2653 2.8401 0.375
O -0.2412 -1.8812 -2.6483 -0.373
B -0.8782 -1.4243 -1.4557 1.077
O -2.1598 -2.0432 -1.3301 -0.484
C -2.2626 -2.8443 -2.4301 0.608
C -3.3163 -3.6628 -2.7840 -1.152
C -3.2000 -4.3974 -3.9640 -0.622
C -2.0494 -4.2993 -4.7535 -0.591
C -0.9970 -3.4655 -4.3758 -1.173
C -1.1336 -2.7476 -3.2041 0.417
H -4.2018 -3.7313 -2.1659 0.483
H -4.0073 -5.0486 -4.2707 0.412
H -1.9745 -4.8756 -5.6657 0.408
H -0.1030 -3.3827 -4.9792 0.539
```

Its expectation value of S² is 0.94. Its energy relative to the best compared isomer or geometry (same formula, charge and spin) is 1992.3 kJ/mol. Its spin multiplicity is 2. For the HOMO energy (spin up / spin down), the calculation gives -5.60 / -5.74 eV. The calculation puts the HOMO-LUMO gap (spin up / spin down) at 0.1738 / 0.1787 hartree. As for the total energy: -4928.6801 Ha.

=====

3.
DFT (ωB97M-V with the def2-TZVPD basis set) results for a structure of composition C31H48CeCl3N4O4Si in a non-equilibrium geometry.

Geometry as XYZ:
```
92
Properties=species:S:1:pos:R:3:mulliken_charge:R:1
C 2.4534 -2.2377 -7.2848 -1.413
C 1.8518 -1.4588 -8.4103 0.243
H 2.3798 -3.3150 -7.4541 0.403
H 1.9762 -1.9846 -6.3331 0.218
H 3.5215 -1.9930 -7.1839 0.260
C 1.6999 -1.9316 -9.6573 0.263
C 2.0570 -3.3058 -10.1091 -1.505
H 1.3351 -1.2797 -10.4523 0.292
H 1.7822 -4.0894 -9.3847 0.351
H 3.1333 -3.4075 -10.3221 0.290
H 1.5365 -3.5263 -11.0523 0.372
Ce 0.4823 0.0266 -0.4549 1.115
Cl 2.0090 1.7069 0.8335 -0.537
Cl 2.2634 0.5697 -2.3673 -0.495
C -0.2062 2.6800 -1.9350 0.275
O -0.8677 1.7213 -1.4216 -0.727
N -0.7336 3.5956 -2.7324 0.302
C -2.1623 3.5911 -3.0411 -0.855
C 0.1228 4.5069 -3.4916 -0.741
H 0.8789 2.7503 -1.7643 0.343
H -2.7121 3.0971 -2.2359 0.227
H -2.3341 3.0813 -3.9934 0.159
H -2.4837 4.6271 -3.1417 0.432
H 1.1189 4.5117 -3.0231 0.296
H -0.3064 5.5188 -3.4756 0.330
H 0.1961 4.1852 -4.5438 0.247
H -0.2245 -5.0554 -1.2313 0.341
H -0.6747 -2.5988 -2.9919 0.230
C -1.2872 -4.8758 -1.0161 -0.882
C -1.6065 -3.1341 -2.7721 -0.860
N -1.6621 -3.5064 -1.3578 0.226
H -1.4616 -5.0523 0.0523 0.309
C -1.6160 -2.4980 -0.4781 0.126
O -1.5637 -1.2849 -0.8432 -0.666
H -2.4474 -2.4754 -2.9963 0.327
H -1.5140 -2.7640 0.5850 0.324
H -1.8944 -5.5541 -1.6228 0.320
H -1.6615 -4.0532 -3.3534 0.334
O 0.2957 -0.3190 -7.0755 -0.163
C 1.3502 -0.0790 -8.0177 0.200
C -0.2130 0.6212 -9.9338 0.053
C 0.9728 0.7934 -9.2069 0.280
H -0.9587 -0.1094 -9.5945 0.569
C -0.4186 1.3509 -11.1202 -0.943
H 2.1515 0.4201 -7.4546 0.353
C 1.9517 1.6728 -9.6920 -0.428
H -1.3504 1.2153 -11.6841 0.380
C 0.5543 2.2492 -11.5750 -0.384
C 1.7438 2.4080 -10.8577 -0.686
H 2.8911 1.7435 -9.1411 0.397
H 0.3815 2.8475 -12.4714 0.364
H 2.5074 3.1094 -11.2000 0.374
Si -0.7657 0.5538 -6.1284 -0.395
Cl 1.4500 -2.4757 -0.3966 -0.539
C -2.4475 0.1340 -6.8050 -1.057
C -0.4769 2.3920 -6.3209 -0.937
C -0.5398 -0.0125 -4.3736 0.126
H -2.5026 0.3963 -7.8711 0.311
H -3.2367 0.6793 -6.2723 0.359
H -2.6501 -0.9402 -6.7074 0.313
H -0.5269 -1.1066 -4.3154 -0.215
H -1.3156 0.3659 -3.6927 0.340
H 0.4301 0.3284 -3.9840 -0.213
H -0.4799 2.6646 -7.3846 0.339
H 0.4807 2.7171 -5.8972 0.282
H -1.2753 2.9737 -5.8419 0.500
C -0.9825 1.0641 6.3990 -0.922
N -1.2968 1.2175 4.9880 -0.002
N -0.7412 0.4111 4.0539 0.481
C -1.0224 0.9102 2.7900 0.364
O -0.6279 0.3620 1.7214 -0.447
C -1.8087 2.0823 3.0229 -1.111
C -1.9185 2.2514 4.3819 0.934
C -2.5910 3.3221 5.1649 -1.628
C 0.0061 -0.7582 4.3788 0.191
C -0.5022 -1.6736 5.3032 -0.279
C 0.3104 -2.6969 5.7814 -0.676
C 1.6337 -2.8156 5.3399 -0.434
C 2.1009 -1.9642 4.3304 -0.739
C 1.2679 -0.9734 3.8016 -0.200
H -1.4079 0.1383 6.7969 0.312
H -1.4156 1.9081 6.9434 0.397
H 0.1031 1.0581 6.5778 0.325
H -2.2114 2.7199 2.2546 0.436
H -3.3969 2.9179 5.8038 0.340
H -1.8835 3.9006 5.7874 0.352
H -3.0581 4.0295 4.4608 0.350
H -1.5228 -1.5623 5.6637 0.662
H -0.0863 -3.3891 6.5181 0.379
H 2.2967 -3.5710 5.7640 0.387
H 3.1204 -2.0654 3.9463 0.408
H 1.5907 -0.3463 2.9629 0.266
```

Its expectation value of S² is 0.75. Its spin multiplicity is 2. For the HOMO energy (spin up / spin down), the calculation gives -7.61 / -8.21 eV. The calculation puts the HOMO-LUMO gap (spin up / spin down) at 0.2923 / 0.3146 hartree. As for the total energy: -3875.5214 Ha.